252
Properties=species:S:1:pos:R:3 method="wB97M-V/def2-TZVPD" e_tot_ev=-115209.561 e_above_lowest_kj_mol=0.0 homo_energy_ev=-7.9 gap_ev=8.5
C 0.268 2.555 0.999
O -0.503 1.559 0.294
C 0.167 1.410 -0.973
C -0.592 0.309 -1.826
N -0.111 -1.035 -1.553
C -0.406 -1.598 -0.206
C -0.246 -3.115 -0.157
O 1.146 -3.375 -0.334
C 1.432 -4.437 -1.155
H 0.016 3.528 0.565
H 1.352 2.318 0.973
H -0.064 2.527 2.022
H 1.204 1.210 -0.799
H -0.023 2.336 -1.554
H -0.492 0.577 -2.895
H -1.696 0.286 -1.636
H 0.868 -1.176 -1.764
H -1.453 -1.454 0.158
H 0.271 -1.181 0.598
H -0.880 -3.610 -0.949
H -0.666 -3.620 0.743
H 1.132 -4.275 -2.196
H 0.993 -5.453 -0.904
H 2.492 -4.551 -1.209
C 7.903 -1.895 0.698
O 6.615 -2.406 0.845
C 5.673 -1.379 1.089
C 4.299 -2.024 0.865
N 3.187 -1.138 0.654
C 2.758 -0.259 1.719
C 2.431 -0.879 3.078
O 3.713 -1.189 3.765
C 3.747 -1.317 5.117
H 8.340 -1.687 1.651
H 8.006 -1.066 0.028
H 8.487 -2.717 0.266
H 5.882 -0.617 0.317
H 5.714 -0.899 2.067
H 4.053 -2.711 1.669
H 4.363 -2.579 -0.080
H 2.351 -1.610 0.330
H 1.841 0.204 1.423
H 3.567 0.452 1.880
H 1.850 -1.804 2.956
H 1.876 -0.207 3.810
H 4.725 -1.506 5.518
H 3.027 -2.117 5.454
H 3.334 -0.414 5.575
C 0.680 5.327 4.546
O -0.151 6.126 3.674
C 0.620 6.847 2.730
C 0.938 6.010 1.513
N 1.585 6.841 0.467
C 2.098 6.252 -0.690
C 1.052 5.814 -1.672
O 1.698 5.235 -2.779
C 0.746 4.882 -3.701
H 1.126 4.466 4.019
H 0.036 5.003 5.381
H 1.313 6.132 4.948
H 1.587 7.189 3.120
H 0.088 7.764 2.505
H -0.078 5.515 1.234
H 1.613 5.167 1.773
H 1.187 7.722 0.208
H 2.800 5.434 -0.532
H 2.665 7.062 -1.161
H 0.390 6.650 -1.993
H 0.413 5.075 -1.233
H -0.031 5.671 -3.901
H 0.205 3.962 -3.389
H 1.110 4.607 -4.670
C 5.284 1.754 4.283
C 6.404 2.816 3.900
C 7.288 2.242 2.860
C 6.615 2.178 1.511
C 6.084 3.573 1.099
C 5.198 4.202 2.197
N 6.014 4.162 3.427
O 5.353 4.884 4.500
C 4.881 5.670 1.884
C 3.900 3.439 2.300
C 7.137 3.046 5.246
H 5.700 0.928 4.897
H 4.920 1.180 3.435
H 4.362 2.259 4.729
H 8.135 2.908 2.724
H 7.594 1.266 3.152
H 5.710 1.585 1.542
H 7.285 1.814 0.741
H 5.552 3.460 0.198
H 6.982 4.164 0.842
H 4.210 6.115 2.607
H 5.884 6.165 1.792
H 4.273 5.689 1.003
H 4.030 2.387 2.380
H 3.222 3.751 3.060
H 3.298 3.579 1.372
H 8.026 3.581 5.114
H 7.403 2.061 5.631
H 6.559 3.555 6.037
H 5.921 5.646 4.630
C 0.878 -3.951 3.791
C -0.551 -4.409 4.112
C -0.536 -5.123 5.498
C -1.932 -5.408 6.051
C -2.696 -4.101 6.198
C -2.773 -3.280 4.898
N -1.449 -3.180 4.269
O -1.511 -2.546 2.992
C -3.832 -3.866 3.958
C -3.252 -1.899 5.239
C -1.238 -5.330 3.032
H 0.909 -3.633 2.724
H 1.551 -4.860 3.743
H 1.304 -3.282 4.505
H 0.027 -6.064 5.435
H 0.072 -4.514 6.219
H -1.827 -5.872 7.022
H -2.466 -6.038 5.401
H -2.284 -3.444 6.962
H -3.720 -4.247 6.490
H -4.750 -3.418 4.307
H -3.620 -3.571 2.862
H -3.996 -4.941 4.076
H -3.440 -1.186 4.417
H -4.156 -1.949 5.795
H -2.519 -1.407 5.885
H -2.182 -5.889 3.250
H -0.565 -6.157 2.635
H -1.499 -4.790 2.137
H -1.504 -1.556 3.071
C 2.202 -1.800 -4.499
C 3.585 -1.237 -3.962
C 4.574 -1.477 -5.115
C 5.937 -0.736 -4.974
C 5.576 0.778 -4.746
C 4.690 1.006 -3.490
N 3.482 0.178 -3.738
O 2.422 0.400 -2.676
C 5.465 0.696 -2.183
C 4.247 2.490 -3.392
C 3.896 -2.103 -2.717
H 1.860 -1.455 -5.509
H 1.400 -1.744 -3.722
H 2.390 -2.847 -4.658
H 4.751 -2.546 -5.217
H 4.208 -1.281 -6.099
H 6.516 -0.821 -5.879
H 6.584 -1.101 -4.183
H 4.951 1.090 -5.602
H 6.500 1.278 -4.693
H 6.262 1.455 -2.019
H 4.809 0.898 -1.286
H 5.924 -0.304 -2.148
H 4.915 3.085 -4.062
H 3.245 2.518 -3.789
H 4.285 2.925 -2.395
H 4.743 -1.862 -2.058
H 3.991 -3.148 -3.074
H 2.960 -2.064 -2.165
H 2.912 0.108 -1.916
C -4.467 -0.821 1.224
C -4.472 0.668 1.706
C -5.831 0.916 2.359
C -5.862 2.227 3.190
C -4.798 2.193 4.264
C -3.445 1.976 3.662
N -3.489 0.786 2.773
O -2.106 0.513 2.326
C -2.882 3.323 2.930
C -2.450 1.832 4.754
C -4.265 1.623 0.535
H -5.026 -0.878 0.287
H -5.046 -1.434 1.887
H -3.473 -1.266 1.090
H -6.505 1.002 1.534
H -6.048 0.112 3.020
H -6.834 2.309 3.664
H -5.656 3.140 2.681
H -4.906 1.404 5.064
H -4.662 3.095 4.797
H -1.919 3.094 2.395
H -3.631 3.789 2.278
H -2.629 4.094 3.659
H -2.574 0.930 5.309
H -1.418 1.815 4.264
H -2.541 2.572 5.501
H -4.408 2.605 0.948
H -4.974 1.351 -0.268
H -3.260 1.700 0.147
H -1.909 1.032 1.569
C -4.712 -0.254 -3.985
C -5.203 1.181 -4.343
C -4.904 2.293 -3.293
C -3.500 2.743 -3.257
C -3.095 3.318 -4.604
C -3.194 2.267 -5.660
N -4.532 1.649 -5.645
O -4.633 0.657 -6.603
C -3.000 2.959 -6.973
C -2.068 1.257 -5.497
C -6.692 1.079 -4.678
H -4.759 -0.864 -4.857
H -5.437 -0.728 -3.307
H -3.684 -0.212 -3.580
H -5.504 3.190 -3.634
H -5.326 1.978 -2.300
H -2.696 2.010 -3.050
H -3.315 3.476 -2.477
H -2.036 3.541 -4.600
H -3.690 4.224 -4.880
H -3.776 3.734 -7.132
H -1.990 3.457 -6.932
H -3.043 2.213 -7.792
H -2.293 0.341 -6.079
H -1.136 1.570 -5.860
H -1.828 1.039 -4.359
H -7.154 0.829 -3.720
H -6.893 0.307 -5.380
H -7.085 2.067 -4.954
H -5.194 0.984 -7.354
C -5.155 -7.421 -1.541
C -5.406 -6.194 -2.477
C -5.506 -4.967 -1.539
C -5.235 -3.625 -2.095
C -3.870 -3.636 -2.771
C -3.819 -4.695 -3.945
N -4.136 -5.961 -3.273
O -3.953 -7.065 -4.230
C -4.724 -4.358 -5.195
C -2.388 -4.784 -4.457
C -6.759 -6.428 -3.194
H -5.352 -8.345 -2.097
H -5.879 -7.364 -0.728
H -4.176 -7.476 -1.155
H -6.540 -5.064 -1.076
H -4.771 -5.241 -0.774
H -5.202 -2.858 -1.300
H -6.024 -3.224 -2.714
H -3.213 -4.004 -1.943
H -3.590 -2.647 -3.109
H -4.393 -3.387 -5.642
H -4.638 -5.154 -5.915
H -5.758 -4.276 -5.028
H -1.648 -4.913 -3.646
H -2.277 -5.530 -5.243
H -2.133 -3.831 -4.906
H -7.452 -6.921 -2.435
H -6.550 -7.187 -3.965
H -7.207 -5.538 -3.622
H -2.982 -7.165 -4.184